{"formula": "C3H3NO2S", "method": "wB97M-V/def2-TZVPD", "energy_ha": -719.3639, "orbital_gap_ev": [8.135, 8.557], "relative_energy_kcal_mol": 135.8, "lumo_energy_ev": [-1.4, -2.0], "species": ["C", "C", "C", "N", "O", "O", "S", "H", "H", "H"], "positions_angstrom": [[0.00292, 0.13041, -1.05308], [-0.60447, 0.77859, -0.11681], [0.81366, -1.16843, -0.96513], [1.38292, -1.54130, 0.04723], [-1.44137, -0.19290, 2.39763], [0.50199, 1.26387, 2.25456], [-0.25563, 0.19435, 1.68408], [-0.08236, 0.55636, -2.15128], [-1.10056, 1.81159, -0.11722], [0.78290, -1.83254, -1.97997]], "forces_ev_per_angstrom": [[0.469, 0.008, -4.073], [-0.685, 1.740, 2.716], [-1.481, -0.185, -2.688], [0.413, -0.386, 0.988], [-0.577, -0.478, -0.335], [0.908, 0.798, 0.122], [-0.235, -0.074, -1.054], [0.220, -0.966, 2.308], [0.671, -1.878, -0.230], [0.297, 1.421, 2.247]]}